# 1
Molecular formula: C27H45IrN2
Method: DFT, the ωB97M-V functional and the def2-TZVPD basis

Calculated values
- ΔE to the lowest compared entry with this formula, charge and spin (kJ/mol) = 32.64
- LUMO energy (spin up / spin down) (eV) = -3.403 / -3.745
- E_tot (a.u.) = -1269.34129
- 2S+1 = 2
- net charge = +1

Geometry (Å):
Ir (0.3801, -0.2753, -0.1558)
N (2.2725, -0.0692, -2.7063)
N (1.1536, -0.7360, -2.0726)
C (-1.0960, 1.5268, -1.2974)
C (0.1879, 3.2416, -2.6085)
C (2.8283, -2.0709, 0.1143)
C (-1.0217, 1.5165, 2.4756)
C (-0.8240, 2.0637, -0.0363)
C (3.4750, -2.6392, -0.9676)
C (-2.4275, -1.8175, 2.0563)
C (1.0748, -3.7484, -0.0812)
C (-0.1795, 0.4783, 3.2309)
C (-2.3055, 3.0924, -2.7169)
C (-1.2215, 1.1721, 0.9929)
C (-1.7573, -0.0073, 0.3391)
C (3.4227, -0.9499, 2.3046)
C (-0.9016, 1.3521, -3.8195)
C (2.0692, 0.1570, 0.5927)
C (4.5395, -0.1637, 0.2334)
C (2.9142, -3.7382, -1.6249)
C (-4.1477, -0.4282, 0.8691)
C (-1.6038, 0.2212, -1.0837)
C (3.2445, -0.7639, 0.7795)
C (-0.2793, 2.8540, 2.6061)
C (1.6214, -2.6448, 0.5582)
C (-2.7660, -1.0878, 0.7566)
C (1.7139, -4.2809, -1.1990)
C (-1.0035, 2.2795, -2.6065)
C (-2.3815, 1.6905, 3.1738)
C (-2.8612, -2.1666, -0.3371)
H (-2.2196, 2.1152, 4.1653)
H (2.4984, -1.2420, 2.7998)
H (-3.1929, -2.5685, 2.2554)
H (0.0833, 0.8869, -3.9018)
H (-2.0594, -0.4092, -1.8276)
H (-4.1916, 0.3056, 1.6705)
H (-0.3696, 3.0259, 0.1305)
H (-1.6706, 0.5790, -3.8173)
H (0.2811, 3.7202, -3.5838)
H (-1.0358, 1.9315, -4.7334)
H (-2.4349, 3.7421, -1.8507)
H (1.3730, -1.7346, -2.1207)
H (-0.8434, 3.6819, 2.1740)
H (-3.4634, -1.8386, -1.1841)
H (-3.3445, -3.0530, 0.0732)
H (1.1252, 2.7204, -2.4000)
H (0.0715, 4.0313, -1.8663)
H (4.4995, 0.0853, -0.8286)
H (0.1681, -4.1998, 0.3007)
H (1.2159, -2.3176, 1.5085)
H (-4.4035, 0.0757, -0.0647)
H (1.2961, -5.1362, -1.7124)
H (-0.1338, 3.0752, 3.6635)
H (0.7064, 2.8174, 2.1365)
H (2.2309, 1.1646, 0.9962)
H (3.1060, -0.4141, -2.2364)
H (-0.5118, -0.5399, 3.0568)
H (-4.9105, -1.1837, 1.0644)
H (-3.0223, 2.3777, 2.6183)
H (-1.4656, -2.3327, 1.9727)
H (-2.3866, -1.1652, 2.9223)
H (4.1716, -1.7212, 2.4871)
H (3.7669, -0.0204, 2.7585)
H (0.8635, 0.5476, 2.9223)
H (3.4280, -4.1699, -2.4738)
H (4.7743, 0.7548, 0.7710)
H (-3.1742, 2.4365, -2.7853)
H (-0.2276, 0.6795, 4.3028)
H (-2.2755, 3.7139, -3.6130)
H (0.3728, -0.5899, -2.7097)
H (-2.9163, 0.7547, 3.3013)
H (2.1883, 0.9174, -2.4744)
H (4.4190, -2.2381, -1.3160)
H (-1.8743, -2.4654, -0.7040)
H (5.3680, -0.8578, 0.3825)

***

# 2
Molecular formula: C11H24N3O2
Method: DFT, the ωB97M-V functional and the def2-TZVPD basis

Calculated values
- ΔE to the lowest compared entry with this formula, charge and spin (kJ/mol) = 0.00
- SMILES string = C=C[C@@H]1C[N@H+](NCC)[C@](O)(COCC)CN1
- LUMO energy (eV) = -2.971
- E_tot (a.u.) = -747.87560
- 2S+1 = 1
- net charge = +1

Geometry (Å):
O (-0.7123, 2.2052, -1.5049)
O (0.8060, 2.1432, 1.1747)
N (-0.5386, -0.4089, -2.4284)
N (-1.6621, 0.5206, 1.5514)
N (-1.0381, -0.1204, -1.1205)
C (3.1932, 1.7328, 1.7271)
C (-2.3753, -2.7890, 2.6374)
C (-0.9628, -1.2519, -0.1101)
C (0.7870, 1.2083, 0.1233)
C (1.7344, 1.7865, 2.1936)
C (-1.8540, -0.8465, 1.0861)
C (-0.5952, 1.2142, -0.5499)
C (-1.5080, -1.8466, 2.1657)
C (1.1416, -1.4076, -3.8720)
C (-1.6725, 1.5256, 0.5085)
C (0.8818, -0.7131, -2.5120)
H (-0.0010, 2.1366, -2.1515)
H (-2.1553, -3.8482, 2.5261)
H (3.3353, 2.1884, 0.7481)
H (3.5289, 0.6982, 1.6333)
H (-2.0480, -0.0051, -1.2453)
H (1.1237, 0.2384, 0.4986)
H (-0.4887, -1.8149, 2.5603)
H (-1.5559, 2.5341, 0.8828)
H (1.8671, -0.8723, -4.4740)
H (1.4748, 0.2010, -2.5189)
H (1.4583, 0.8295, 2.6541)
H (-2.6584, 1.4763, 0.0284)
H (1.5632, -2.3947, -3.6846)
H (1.2580, -1.3821, -1.7356)
H (0.0561, -1.5018, 0.1537)
H (3.8620, 2.2156, 2.4344)
H (-3.2891, -2.5334, 3.1705)
H (-2.9039, -1.0370, 0.8416)
H (-1.1327, -1.0993, -2.8671)
H (1.5270, 1.5263, -0.6213)
H (-0.8716, 0.6224, 2.1719)
H (0.2164, -1.5895, -4.4164)
H (-1.4339, -2.0933, -0.6185)
H (1.6429, 2.5524, 2.9595)

***

# 3
Molecular formula: C4H7NO2
Method: DFT, the ωB97M-V functional and the def2-TZVPD basis

Calculated values
- ΔE to the lowest compared entry with this formula, charge and spin (kJ/mol) = 77.43
- SMILES string = [H]/N=C/CC.O=C=O
- LUMO energy (eV) = 0.798
- E_tot (a.u.) = -361.85137
- 2S+1 = 1

Geometry (Å):
O (-1.7662, 1.8350, -1.9998)
O (0.1723, 1.8904, -0.7091)
N (-1.2231, -0.4742, -0.8474)
C (0.4896, 0.2248, 1.5928)
C (0.7945, -0.7807, 0.4771)
C (-0.8180, 1.7915, -1.3211)
C (-0.0438, -0.9269, -0.7491)
H (-1.6874, -0.7683, -1.7043)
H (0.5465, -1.7925, 0.8324)
H (-0.4927, 0.6917, 1.4951)
H (0.4110, -1.6114, -1.4807)
H (0.5232, -0.3128, 2.5444)
H (1.8597, -0.7923, 0.2220)
H (1.2343, 1.0258, 1.6478)

***

# 4
Molecular formula: C4H8I2
Method: DFT, the ωB97M-V functional and the def2-TZVPD basis

Calculated values
- ΔE to the lowest compared entry with this formula, charge and spin (kJ/mol) = 0.00
- LUMO energy (spin up / spin down) (eV) = 0.489 / -3.841
- E_tot (a.u.) = -752.42352
- 2S+1 = 3

Geometry (Å):
I (-2.0176, -0.3616, 2.1913)
I (-2.0707, -0.9065, -1.3100)
C (0.6502, 1.1553, -1.0666)
C (-0.8455, -0.3432, 0.3681)
C (-0.1712, 1.0034, 0.2070)
C (0.4306, -1.6115, 0.5909)
H (1.0428, -1.2978, 1.4214)
H (0.9662, -1.6718, -0.3429)
H (1.4413, 0.4120, -1.1248)
H (0.4804, 1.1485, 1.0765)
H (1.1065, 2.1445, -1.0935)
H (-0.9259, 1.7976, 0.2330)
H (0.0187, 1.0589, -1.9486)
H (-0.1058, -2.5277, 0.7980)

***

# 5
Molecular formula: C3H3NO
Method: DFT, the ωB97M-V functional and the def2-TZVPD basis

Calculated values
- ΔE to the lowest compared entry with this formula, charge and spin (kJ/mol) = 26.89
- SMILES string = CC(=O)C#N
- LUMO energy (eV) = -0.439
- E_tot (a.u.) = -246.08130
- 2S+1 = 1

Geometry (Å):
O (-0.4290, -0.0911, 1.5401)
N (1.7773, 0.8514, -0.9499)
C (-0.3049, -0.1322, 0.3433)
C (0.9032, 0.4434, -0.3104)
C (-1.3105, -0.7360, -0.5791)
H (-2.2614, -0.2404, -0.3855)
H (-1.0409, -0.6264, -1.6275)
H (-1.4340, -1.8157, -0.3807)

***

# 6
Molecular formula: C2HI2N3
Method: DFT, the ωB97M-V functional and the def2-TZVPD basis

Calculated values
- ΔE to the lowest compared entry with this formula, charge and spin (kJ/mol) = 197.22
- LUMO energy (eV) = -0.626
- E_tot (a.u.) = -836.33493
- 2S+1 = 1

Geometry (Å):
I (-1.5549, 2.6126, 0.0267)
I (2.3153, -1.6202, 1.3732)
N (1.3737, 0.1508, 1.5657)
N (-0.9634, -1.3995, -1.4207)
N (0.2495, 1.7434, 0.2482)
C (0.6772, 0.8430, 0.8549)
C (-0.9318, -1.0518, -0.3055)
H (-1.1657, -1.2782, -2.3425)